The following is a DFT calculation (wB97M-V/def2-TZVPD) of a 2-piece molecular cluster, C4H12 overall.

XYZ file:
```
16
Properties=species:S:1:pos:R:3:lowdin_charge:R:1
C -2.635 -1.085 -0.748 -0.18
C -1.427 -0.303 -1.261 -0.17
H -3.571 -0.560 -0.962 0.06
H -2.668 -2.112 -1.094 0.06
H -2.749 -1.066 0.344 0.06
H -0.539 -0.782 -0.873 0.04
H -1.451 0.778 -1.183 0.06
H -1.439 -0.402 -2.357 0.06
C 2.432 0.046 0.842 -0.16
C 1.637 1.333 1.180 -0.18
H 1.724 -0.613 0.344 0.04
H 3.139 0.358 0.069 0.06
H 2.912 -0.317 1.741 0.06
H 2.297 2.154 1.477 0.06
H 1.020 1.144 2.060 0.06
H 1.134 1.644 0.267 0.05
```

Computed properties:
frontier orbital gap = 0.466 Ha
relative energy (zero: lowest compared OMol25 entry of this formula, charge and spin) = 9.8 kcal/mol
SMILES = CC.CC

The following is a DFT calculation (wB97M-V/def2-TZVPD) of the molecule C15H23ClN4O4S.

XYZ file:
```
48
Properties=species:S:1:pos:R:3:lowdin_charge:R:1
C 1.170 -2.016 1.023 -0.09
O 1.255 -0.607 0.857 -0.16
C 2.128 -0.106 -0.144 -0.47
C 1.434 0.013 -1.512 -0.42
O 2.011 0.526 -2.459 0.07
N 0.165 -0.425 -1.568 0.12
C -0.616 -0.205 -2.765 -0.11
C -2.067 -0.678 -2.661 -0.27
C -2.867 -0.229 -3.871 -0.23
O -2.238 -0.748 -5.026 -0.04
N -2.790 -0.243 -1.466 0.12
C -2.503 -0.725 -0.225 -0.47
O -1.847 -1.739 -0.057 0.06
C -3.069 0.048 0.954 -0.04
C -1.947 0.628 1.758 -0.30
C -1.370 1.907 1.651 -0.03
C -0.360 1.882 2.581 -0.70
Cl 0.744 3.110 3.026 0.75
N -0.365 0.674 3.175 -0.19
C 0.585 0.119 4.114 -0.02
N -1.334 -0.106 2.674 0.15
C 2.539 1.291 0.317 -0.16
C 3.453 1.105 1.520 -0.45
S 4.425 -0.409 1.198 0.87
C 3.445 -0.868 -0.265 -0.38
H 0.294 -2.190 1.644 0.08
H 1.021 -2.535 0.071 0.10
H 2.064 -2.406 1.516 0.08
H -0.245 -0.871 -0.763 0.09
H -0.596 0.866 -3.002 0.14
H -0.161 -0.709 -3.619 0.13
H -2.072 -1.770 -2.636 0.16
H -3.893 -0.600 -3.772 0.13
H -2.897 0.869 -3.901 0.13
H -2.709 -0.445 -5.807 0.09
H -3.185 0.685 -1.497 0.14
H -3.755 0.832 0.632 0.12
H -3.618 -0.667 1.567 0.13
H -1.649 2.732 1.019 0.11
H 0.054 -0.582 4.751 0.09
H 1.378 -0.401 3.576 0.08
H 1.010 0.918 4.717 0.07
H 3.064 1.777 -0.505 0.13
H 1.655 1.881 0.566 0.10
H 4.128 1.948 1.653 0.07
H 2.879 0.970 2.435 0.04
H 3.311 -1.947 -0.294 0.08
H 3.940 -0.552 -1.181 0.09
```

Computed properties:
frontier orbital gap = 0.324 Ha
relative energy (zero: lowest compared OMol25 entry of this formula, charge and spin) = 10.1 kcal/mol
SMILES = CO[C@@]1(C(=O)NC[C@H](CO)NC(=O)Cc2cc(Cl)n(C)n2)CCSC1

The following is a DFT calculation (wB97M-V/def2-TZVPD) of a 2-piece molecular cluster, C3H4NOPS overall.

XYZ file:
```
11
Properties=species:S:1:pos:R:3:lowdin_charge:R:1
C 1.426 -0.879 -2.344 -0.48
C 0.551 0.918 -0.519 -1.15
C -1.619 0.284 1.984 -0.17
N -0.912 -0.336 1.203 -0.05
O 2.546 -0.811 -1.920 -0.02
P -0.123 0.102 -1.710 0.85
S 1.227 1.965 0.444 0.72
H 1.007 -1.564 -3.135 0.06
H -2.132 1.116 1.394 0.08
H -1.768 0.204 3.118 0.09
H -0.203 -1.000 1.485 0.06
```

Computed properties:
frontier orbital gap = 0.270 Ha
relative energy (zero: lowest compared OMol25 entry of this formula, charge and spin) = 55.8 kcal/mol
SMILES = O=CP=C=S.C=N

The following is a DFT calculation (wB97M-V/def2-TZVPD) of the molecule C4H9N.

XYZ file:
```
14
Properties=species:S:1:pos:R:3:lowdin_charge:R:1
C -0.725 0.175 0.447 -0.35
C 0.330 -0.229 -0.552 -0.33
C 0.374 1.183 -0.045 -0.08
C 1.403 -1.150 -0.011 -0.08
N -2.071 0.575 0.230 0.02
H -0.618 -0.270 1.430 0.13
H 0.044 -0.390 -1.585 0.13
H -2.735 -0.181 0.406 0.07
H -2.206 0.970 -0.691 0.07
H 0.060 1.973 -0.710 0.09
H 1.114 1.478 0.685 0.09
H 1.602 -0.916 1.032 0.07
H 2.332 -1.024 -0.564 0.07
H 1.095 -2.195 -0.072 0.07
```

Computed properties:
frontier orbital gap = 0.356 Ha
relative energy (zero: lowest compared OMol25 entry of this formula, charge and spin) = 19.4 kcal/mol
SMILES = C[C@@H]1C[C@H]1N

The following is a DFT calculation (wB97M-V/def2-TZVPD) of a 2-piece molecular cluster, C9H15F4N3O3S overall.

XYZ file:
```
35
Properties=species:S:1:pos:R:3:lowdin_charge:R:1
C 0.642 -3.591 2.780 -0.10
C -0.391 -3.913 1.629 -0.25
N 0.047 -3.547 0.266 -0.01
C 0.087 -2.148 0.037 -0.20
C 0.664 -1.047 0.764 0.04
N 0.455 0.166 0.074 -0.05
C 0.972 1.454 0.572 -0.04
C 2.567 1.390 0.585 -0.32
C 3.113 0.667 -0.714 -0.04
F 3.136 2.680 0.635 -0.03
C -0.229 -0.105 -1.078 0.03
N -0.441 -1.457 -1.087 0.15
H 0.416 -2.548 3.149 0.06
H 0.564 -4.267 3.669 0.08
H 1.691 -3.546 2.376 0.08
H -1.412 -3.510 1.869 0.13
H -0.518 -5.036 1.623 0.12
H 0.907 -4.017 -0.014 0.13
H 1.205 -1.111 1.734 0.13
H 0.676 1.549 1.655 0.15
H 0.643 2.325 -0.046 0.15
H 2.936 0.801 1.472 0.14
H 3.104 -0.455 -0.600 0.08
H 4.182 0.945 -0.918 0.09
H 2.505 0.973 -1.613 0.09
H -0.522 0.642 -1.857 0.16
H -0.947 -1.868 -1.877 0.18
C -3.786 3.937 -2.479 -0.64
F -4.015 3.120 -3.531 0.10
F -3.281 5.078 -2.988 0.11
F -4.993 4.249 -1.971 0.11
S -2.668 3.168 -1.219 0.44
O -1.418 2.894 -1.933 -0.38
O -3.358 1.964 -0.786 -0.35
O -2.532 4.165 -0.178 -0.33
```

Computed properties:
frontier orbital gap = 0.303 Ha

| no. | calculated total energy (Ha) |
| --- | --- |
| 1 | -159.5694 |
| 2 | -1963.7756 |
| 3 | -986.1086 |
| 4 | -212.5202 |
| 5 | -1539.5298 |